(1)
ORCA calculation (ωB97M-V with the def2-TZVPD basis set) on C8H10N2RuS as an isolated structure.

```
22
C8H10N2RuS, DFT ωB97M-V with the def2-TZVPD basis set
C -0.0522 -0.2287 -2.1577
C -0.4966 1.1192 -1.8688
C -1.7610 1.0395 -1.1724
C -2.1104 -0.3537 -1.0329
C -1.0609 -1.1428 -1.6419
Ru -0.1217 -0.0006 0.0595
N 1.3368 -1.1852 0.6672
C 2.2434 -0.1307 0.7640
C 1.5704 1.1970 0.4522
H -2.3354 1.8741 -0.8183
H 0.0338 2.0223 -2.1197
H -2.9910 -0.7429 -0.5647
H -1.0233 -2.2140 -1.7028
H 0.8537 -0.5079 -2.6595
H 2.0089 1.7354 -0.4056
H 2.7027 -0.1069 1.7781
H 1.6388 -2.1626 0.7002
H 1.4740 1.8760 1.3101
H 3.0806 -0.3032 0.0443
S -1.0342 -0.3587 2.1304
C -1.7314 -0.6226 3.6018
N -2.2250 -0.8028 4.6366
```

Gap between HOMO and LUMO (alpha / beta) ... 5.1 / 6.7 eV
Net charge ... -1
Energy above the lowest of the compared OMol25 structures with the same formula, charge and spin ... 0.0 kcal per mole
⟨S²⟩ ... 8.774
HOMO energy (alpha / beta) ... -1.47 / -3.62 eV
Multiplicity ... 6

From a natural (NBO) analysis of the wavefunction, the atomic charges in e read: number 1, C, carries -0.327; number 2, C, carries -0.328; number 3, C, carries -0.323; number 4, C, carries -0.296; number 5, C, carries -0.335; number 6, Ru, carries 0.867; number 7, N, carries -0.750; number 8, C, carries -0.262; number 9, C, carries -0.777; number 10, H, carries 0.232; number 11, H, carries 0.229; number 12, H, carries 0.238; number 13, H, carries 0.228; number 14, H, carries 0.229; number 15, H, carries 0.186; number 16, H, carries 0.169; number 17, H, carries 0.352; number 18, H, carries 0.207; number 19, H, carries 0.160; number 20, S, carries -0.265; number 21, C, carries 0.071; number 22, N, carries -0.503


(2)
ORCA calculation (ωB97M-V with the def2-TZVPD basis set) on C8H10N2SW as an isolated structure.

```
22
C8H10N2SW, DFT ωB97M-V with the def2-TZVPD basis set
C 1.7264 -1.3588 0.0358
C 0.7851 -1.7414 -0.9926
C -0.4280 -2.1594 -0.3465
C -0.2468 -2.0295 1.0694
C 1.0764 -1.5440 1.3089
W 0.1050 0.3177 0.0635
N 0.7034 1.2574 1.6044
C 0.9526 1.6534 -1.2110
C 0.2702 0.9009 -2.1522
H -1.2930 -2.5879 -0.8458
H 1.0141 -1.8475 -2.0459
H -0.9834 -2.2794 1.8258
H 1.5343 -1.3865 2.2724
H 2.7780 -1.1560 -0.1194
H 0.9087 0.3441 -2.8255
H 0.5000 2.6025 -0.8338
H 1.2228 2.1781 1.7393
H -0.5892 1.4115 -2.5833
H 2.0218 1.5100 -0.9212
S -2.3382 0.6357 -0.2860
C -2.6745 1.4064 1.1764
N -2.9057 1.9449 2.1876
```

Gap between HOMO and LUMO (alpha / beta) ... 7.7 / 6.6 eV
⟨S²⟩ ... 2.018
HOMO energy (alpha / beta) ... -7.59 / -8.73 eV
Multiplicity ... 3

From a natural (NBO) analysis of the wavefunction, the atomic charges in e read: number 1, C, carries -0.367; number 2, C, carries -0.307; number 3, C, carries -0.267; number 4, C, carries -0.273; number 5, C, carries -0.225; number 6, W, carries 1.206; number 7, N, carries -0.875; number 8, C, carries -0.605; number 9, C, carries -0.494; number 10, H, carries 0.256; number 11, H, carries 0.252; number 12, H, carries 0.260; number 13, H, carries 0.264; number 14, H, carries 0.258; number 15, H, carries 0.221; number 16, H, carries 0.245; number 17, H, carries 0.376; number 18, H, carries 0.242; number 19, H, carries 0.245; number 20, S, carries -0.106; number 21, C, carries 0.043; number 22, N, carries -0.349


(3)
ORCA calculation (ωB97M-V with the def2-TZVPD basis set) on an isolated ion of composition C8H10N3O2 and charge +1.

```
23
C8H10N3O2, DFT ωB97M-V with the def2-TZVPD basis set
C -3.1801 0.3303 0.1901
C -2.8761 -0.6004 1.1421
C -2.3341 0.4385 -0.8796
C -1.7480 -1.4374 0.9877
C -1.1558 -0.4574 -1.0417
C 2.4995 0.4614 0.0144
C 1.3195 -1.4717 -0.2210
C 2.2819 1.9430 0.1720
N -0.9867 -1.3087 -0.0848
N 2.2762 -2.2862 -0.5193
N 1.2466 -0.2279 -0.1001
O 3.5541 -0.1076 -0.0156
O 0.0544 -2.1754 -0.1952
H -3.9749 0.9108 0.1989
H -3.5230 -0.8900 1.9971
H -2.4298 1.1862 -1.7056
H -1.4746 -2.2607 1.5985
H -0.6043 -0.4092 -1.8910
H 3.0632 2.3690 0.8191
H 2.3155 2.3892 -0.8541
H 1.2677 2.1303 0.6513
H 3.2939 -2.0045 -0.4782
H 2.1612 -3.3354 -0.7246
```

Gap between HOMO and LUMO ... 9.2 eV
Net charge ... +1
Energy above the lowest of the compared OMol25 structures with the same formula, charge and spin ... 68.3 kcal per mole
SMILES ... CC(=O)/N=C(\N)O[n+]1ccccc1
HOMO energy ... -13.34 eV

From a natural (NBO) analysis of the wavefunction, the atomic charges in e read: number 1, C, carries -0.133; number 2, C, carries -0.185; number 3, C, carries -0.179; number 4, C, carries 0.058; number 5, C, carries 0.129; number 6, C, carries 0.700; number 7, C, carries 0.734; number 8, C, carries -0.715; number 9, N, carries 0.025; number 10, N, carries -0.793; number 11, N, carries -0.678; number 12, O, carries -0.573; number 13, O, carries -0.327; number 14, H, carries 0.240; number 15, H, carries 0.266; number 16, H, carries 0.259; number 17, H, carries 0.259; number 18, H, carries 0.251; number 19, H, carries 0.255; number 20, H, carries 0.255; number 21, H, carries 0.235; number 22, H, carries 0.480; number 23, H, carries 0.440


(4)
ORCA calculation (ωB97M-V with the def2-TZVPD basis set) on a 2-piece molecular cluster, C8H10N4OS overall.

```
24
C8H10N4OS, DFT ωB97M-V with the def2-TZVPD basis set
C -1.6666 -0.1700 2.0486
C -1.0622 0.5686 1.0828
C 0.1226 -1.3857 1.3853
C 1.3007 -2.1747 1.1404
C 2.2600 -1.6495 0.2297
C 1.0344 0.3849 -0.0146
C 2.1345 -0.3658 -0.3965
C 3.1634 0.3174 -1.1966
N 0.0264 -0.1634 0.7284
N -0.9277 -1.3643 2.2460
N -4.0393 1.4677 -1.9367
N -1.3688 1.7382 -0.8884
O -1.6496 2.9004 -0.7655
S -2.6309 0.6682 -1.4426
H -2.5712 -0.2020 2.6194
H 1.1983 -3.0747 1.5285
H 3.0041 -2.3525 -0.0537
H 0.9158 1.4180 -0.2379
H 2.5848 1.0648 -1.8052
H 3.5540 -0.3373 -2.0553
H 4.0360 0.8688 -0.7538
H -1.1385 -2.1383 2.8171
H -3.8293 1.8246 -2.8780
H -4.4510 2.1563 -1.4017
```

Gap between HOMO and LUMO ... 7.3 eV
Energy above the lowest of the compared OMol25 structures with the same formula, charge and spin ... 108.2 kcal per mole
HOMO energy ... -7.04 eV

From a natural (NBO) analysis of the wavefunction, the atomic charges in e read: number 1, C, carries -0.144; number 2, C, carries -0.115; number 3, C, carries 0.338; number 4, C, carries -0.251; number 5, C, carries -0.154; number 6, C, carries 0.090; number 7, C, carries -0.094; number 8, C, carries -0.643; number 9, N, carries -0.342; number 10, N, carries -0.514; number 11, N, carries -0.986; number 12, N, carries -0.040; number 13, O, carries -0.373; number 14, S, carries 0.499; number 15, H, carries 0.210; number 16, H, carries 0.210; number 17, H, carries 0.218; number 18, H, carries 0.243; number 19, H, carries 0.228; number 20, H, carries 0.222; number 21, H, carries 0.234; number 22, H, carries 0.411; number 23, H, carries 0.373; number 24, H, carries 0.379


(5)
ORCA calculation (ωB97M-V with the def2-TZVPD basis set) on C8H10N6NiO12 as an isolated structure.

```
37
C8H10N6NiO12, DFT ωB97M-V with the def2-TZVPD basis set
Ni 0.3080 -0.4331 -0.1369
N -1.8132 -1.6885 -2.0404
O -0.6314 -1.2566 -1.7805
O -2.1940 -2.7256 -1.5413
O -2.4793 -1.0714 -2.8821
N 1.1827 0.8241 2.8841
O 1.1137 0.3490 1.7107
O 1.7684 1.9157 3.0282
O 0.6960 0.2323 3.8261
N -2.3476 -1.1013 1.7072
O -1.5114 -0.7510 0.8167
O -2.2180 -0.7197 2.8618
O -3.3290 -1.7475 1.3392
N 0.9653 -3.0676 1.6817
O 1.4959 -4.1983 1.6345
O 0.8788 -2.3875 0.6256
O 0.5455 -2.6357 2.7467
N 1.9200 -0.4215 -2.5273
C 2.4697 -1.1679 -1.5244
C 2.8998 -0.3558 -0.4893
C 2.6209 0.9661 -0.9508
C 1.8256 0.8817 -2.0673
H 1.4615 -0.7458 -3.3579
H 2.4572 -2.2462 -1.5198
H 3.4609 -0.7164 0.3521
H 2.8120 1.9226 -0.4889
H 1.3287 1.5868 -2.7123
N -2.4115 1.8881 0.6008
C -2.5212 1.7681 -0.7661
C -1.2850 2.0674 -1.2704
C -0.3789 2.3015 -0.1883
C -1.1401 2.1757 0.9532
H -3.1494 1.7807 1.2728
H -3.4674 1.5305 -1.2155
H -1.0552 2.1462 -2.3226
H 0.6181 2.6958 -0.2372
H -0.8963 2.4050 1.9777
```

Gap between HOMO and LUMO (alpha / beta) ... 7.6 / 7.6 eV
Net charge ... -2
Energy above the lowest of the compared OMol25 structures with the same formula, charge and spin ... 0.0 kcal per mole
⟨S²⟩ ... 2.003
HOMO energy (alpha / beta) ... -2.61 / -2.59 eV
Multiplicity ... 3

From a natural (NBO) analysis of the wavefunction, the atomic charges in e read: number 1, Ni, carries 1.629; number 2, N, carries 0.741; number 3, O, carries -0.716; number 4, O, carries -0.411; number 5, O, carries -0.524; number 6, N, carries 0.731; number 7, O, carries -0.665; number 8, O, carries -0.571; number 9, O, carries -0.431; number 10, N, carries 0.739; number 11, O, carries -0.678; number 12, O, carries -0.481; number 13, O, carries -0.508; number 14, N, carries 0.728; number 15, O, carries -0.556; number 16, O, carries -0.634; number 17, O, carries -0.445; number 18, N, carries -0.511; number 19, C, carries -0.086; number 20, C, carries -0.337; number 21, C, carries -0.283; number 22, C, carries -0.130; number 23, H, carries 0.426; number 24, H, carries 0.249; number 25, H, carries 0.257; number 26, H, carries 0.231; number 27, H, carries 0.216; number 28, N, carries -0.490; number 29, C, carries -0.074; number 30, C, carries -0.310; number 31, C, carries -0.408; number 32, C, carries 0.004; number 33, H, carries 0.417; number 34, H, carries 0.217; number 35, H, carries 0.208; number 36, H, carries 0.231; number 37, H, carries 0.230